1 | {"formula": "C9H23N2O", "method": "ωB97M-V/def2-TZVPD", "elements": ["C", "C", "C", "C", "C", "C", "C", "C", "C", "N", "N", "O", "H", "H", "H", "H", "H", "H", "H", "H", "H", "H", "H", "H", "H", "H", "H", "H", "H", "H", "H", "H", "H", "H", "H"], "coordinates": [[2.233, -0.863, -0.064], [1.916, 1.546, -0.225], [1.020, 0.126, 1.843], [-2.190, -1.109, -1.066], [-0.326, -2.509, 0.000], [-0.714, 2.084, -1.613], [1.250, 0.167, 0.321], [-0.717, -1.224, -0.656], [-0.082, 0.082, -0.496], [0.174, -0.705, -1.690], [-1.975, 0.912, 2.110], [-0.935, 1.153, -0.497], [3.037, -1.005, 0.516], [2.535, -0.658, -1.067], [1.705, -1.770, -0.044], [1.390, 2.347, 0.216], [2.943, 1.493, 0.090], [2.048, 1.556, -1.240], [0.100, 0.629, 1.938], [0.892, -0.932, 2.221], [1.850, 0.564, 2.366], [-2.569, -0.191, -1.387], [-2.704, -1.615, -0.239], [-2.311, -1.736, -1.937], [-1.251, -3.059, 0.003], [0.480, -3.073, -0.365], [-0.115, -2.316, 1.068], [-1.399, 2.892, -1.490], [-0.971, 1.554, -2.643], [0.246, 2.530, -1.541], [1.115, -1.185, -1.820], [-0.319, -0.189, -2.363], [-1.940, 1.128, 3.077], [-2.214, 1.842, 1.873], [-2.816, 0.426, 2.055]], "e_homo_ev": -13.5, "lumo_ev": -2.576, "total_charge": 1, "spin_multiplicity": 1, "orbital_gap_ev": 10.883}


2 | {"formula": "C9H23N2O", "method": "ωB97M-V/def2-TZVPD", "elements": ["C", "C", "C", "C", "C", "C", "C", "C", "C", "N", "N", "O", "H", "H", "H", "H", "H", "H", "H", "H", "H", "H", "H", "H", "H", "H", "H", "H", "H", "H", "H", "H", "H", "H", "H"], "coordinates": [[-2.343, -2.715, 0.053], [-0.732, -1.926, -1.758], [-0.003, -2.509, 0.682], [0.887, 3.120, -1.063], [2.064, 1.086, -1.995], [0.685, 0.444, 2.576], [-0.635, 2.229, 1.369], [1.204, 1.012, 0.268], [-1.101, -1.890, -0.242], [1.275, 1.699, -0.867], [0.515, 1.310, 1.376], [-1.244, -0.493, 0.102], [-2.241, -3.738, -0.326], [-2.433, -2.699, 1.164], [-3.227, -2.364, -0.370], [-1.758, -1.984, -2.133], [-0.133, -2.754, -2.078], [-0.147, -0.997, -1.997], [-0.373, -2.436, 1.756], [-0.031, -3.537, 0.374], [1.027, -2.110, 0.752], [-0.006, 3.333, -1.663], [0.684, 3.708, -0.225], [1.770, 3.716, -1.587], [2.895, 0.284, -2.004], [1.462, 0.606, -2.754], [2.536, 1.897, -2.443], [-0.155, -0.125, 2.736], [1.528, -0.234, 2.318], [1.146, 1.003, 3.444], [-1.278, 1.810, 2.132], [-0.457, 3.232, 1.675], [-1.087, 2.040, 0.411], [1.831, 0.117, 0.298], [-2.126, -0.134, 0.019]], "e_homo_ev": -13.4, "lumo_ev": -2.688, "total_charge": 1, "spin_multiplicity": 1, "orbital_gap_ev": 10.694}


It comes down to 2, which is 36.6 kcal/mol more stable than the next structure.


1 | {"formula": "C2H7OS", "method": "ωB97M-V/def2-TZVPD", "elements": ["C", "S", "H", "H", "H", "H", "C", "O", "H", "H", "H"], "coordinates": [[-0.908, -1.683, 0.050], [-1.377, 0.058, -0.049], [0.159, -1.786, -0.132], [-1.449, -2.272, -0.684], [-1.116, -2.083, 1.044], [-0.098, 0.591, 0.309], [1.956, 0.735, -0.509], [1.294, 0.953, 0.654], [1.345, 0.943, -1.426], [2.302, -0.318, -0.641], [2.871, 1.359, -0.618]], "e_homo_ev": -3.1, "lumo_ev": 3.984, "total_charge": -1, "spin_multiplicity": 1, "orbital_gap_ev": 7.041}


2 | {"formula": "C2H7OS", "method": "ωB97M-V/def2-TZVPD", "elements": ["S", "H", "C", "O", "C", "H", "H", "H", "H", "H", "H"], "coordinates": [[0.545, -2.579, 1.406], [0.557, -3.797, 0.840], [-0.082, 0.428, -0.767], [-1.126, -0.439, -0.360], [0.015, 1.571, 0.236], [0.841, -0.137, -0.837], [-0.241, 0.802, -1.786], [-0.677, -1.288, -0.166], [0.375, 1.120, 1.157], [0.760, 2.318, -0.036], [-0.966, 2.001, 0.312]], "e_homo_ev": -2.8, "lumo_ev": 4.116, "total_charge": -1, "spin_multiplicity": 1, "orbital_gap_ev": 6.951}


3 | {"formula": "C2H7OS", "method": "ωB97M-V/def2-TZVPD", "elements": ["C", "S", "H", "H", "H", "H", "C", "O", "H", "H", "H"], "coordinates": [[1.881, 1.312, -0.907], [0.276, 0.559, -1.375], [2.075, 1.274, 0.180], [2.688, 0.805, -1.422], [1.886, 2.382, -1.118], [-0.494, -1.160, -0.644], [-1.634, -1.022, 1.098], [-1.386, -1.406, -0.210], [-1.932, -1.927, 1.665], [-0.857, -0.455, 1.625], [-2.502, -0.362, 1.110]], "e_homo_ev": -2.5, "lumo_ev": 4.361, "total_charge": -1, "spin_multiplicity": 1, "orbital_gap_ev": 6.837}


4 | {"formula": "C2H7OS", "method": "ωB97M-V/def2-TZVPD", "elements": ["O", "H", "C", "S", "C", "H", "H", "H", "H", "H", "H"], "coordinates": [[-1.688, 1.079, 2.004], [-1.091, 1.270, 2.733], [-0.731, -0.619, 0.162], [0.998, -0.384, 0.357], [1.526, -0.079, -1.382], [-1.240, -1.413, 0.697], [-1.314, -0.241, -0.677], [-1.153, 0.553, 1.200], [1.304, 0.945, -1.648], [2.553, -0.376, -1.539], [0.836, -0.735, -1.907]], "e_homo_ev": -1.3, "lumo_ev": 3.887, "total_charge": -1, "spin_multiplicity": 1, "orbital_gap_ev": 5.137}


It comes down to 2, which is 20.3 kcal/mol more stable than the next structure.


1 | {"formula": "H2NO2P", "method": "ωB97M-V/def2-TZVPD", "elements": ["N", "O", "O", "P", "H", "H"], "coordinates": [[0.812, 0.606, 0.032], [-1.354, 0.872, 0.234], [0.493, -0.820, 0.053], [-1.815, -0.434, -0.145], [0.726, 0.877, -0.877], [1.138, -1.101, 0.703]], "e_homo_ev": [-10.1, -7.0], "lumo_ev": [0.110, -0.978], "spin_multiplicity": 1, "orbital_gap_ev": [10.260, 6.054]}


2 | {"formula": "H2NO2P", "method": "ωB97M-V/def2-TZVPD", "elements": ["N", "O", "O", "P", "H", "H"], "coordinates": [[0.660, -0.813, -0.755], [-1.482, 0.981, 1.989], [-0.182, -0.474, 0.296], [-0.661, 1.205, 0.834], [1.496, -0.235, -0.732], [0.169, -0.664, -1.633]], "e_homo_ev": -9.4, "lumo_ev": -0.752, "smiles": "NOP=O", "spin_multiplicity": 1, "orbital_gap_ev": 8.655}


It comes down to 2, which is 84.6 kcal/mol more stable than the next structure.


1 | {"formula": "C7H14N2O2S", "method": "ωB97M-V/def2-TZVPD", "elements": ["C", "C", "C", "C", "C", "C", "C", "H", "H", "H", "H", "H", "H", "H", "H", "H", "H", "H", "H", "H", "H", "N", "N", "O", "O", "S"], "coordinates": [[4.555, -0.624, -0.217], [2.298, 0.725, -0.089], [-0.488, -0.628, -0.295], [-1.991, -0.556, -0.102], [-2.415, -0.467, 1.408], [-2.614, -1.639, -0.813], [-1.700, 2.333, 0.192], [4.694, -1.013, -1.269], [5.675, -0.508, 0.050], [3.911, -1.255, 0.385], [4.165, 1.526, -0.740], [-0.366, -0.702, -1.349], [-1.726, 0.182, 1.990], [-3.585, -0.128, 1.377], [-2.323, -1.440, 1.962], [-3.685, -1.729, -0.512], [-2.010, -2.519, -0.480], [-2.674, -1.796, -1.857], [-0.631, 2.278, 0.126], [-2.201, 2.480, 1.129], [-2.089, 3.139, -0.447], [3.681, 0.764, -0.308], [0.451, -0.496, 0.555], [1.551, 1.700, 0.158], [1.875, -0.670, 0.001], [-2.360, 1.039, -0.854]], "e_homo_ev": -8.6, "lumo_ev": 0.831, "smiles": "CNC(=O)O/N=C/C(C)(C)SC", "spin_multiplicity": 1, "orbital_gap_ev": 9.461}


2 | {"formula": "C7H14N2O2S", "method": "ωB97M-V/def2-TZVPD", "elements": ["C", "C", "C", "C", "C", "C", "C", "H", "H", "H", "H", "H", "H", "H", "H", "H", "H", "H", "H", "H", "H", "N", "N", "O", "O", "S"], "coordinates": [[-3.126, 0.203, -0.608], [-1.795, -0.043, 0.039], [0.339, 1.080, 1.122], [0.275, 0.859, 2.482], [1.404, 0.300, 0.353], [1.403, 0.386, -1.301], [1.910, -0.987, -1.789], [-3.010, 0.203, -1.778], [-3.912, -0.605, -0.581], [-3.294, 1.210, -0.377], [-1.501, 1.826, 0.710], [0.770, 2.179, 0.962], [-0.728, 1.241, 2.914], [0.991, 1.583, 3.267], [0.559, -1.568, 0.970], [2.347, 0.658, 0.778], [1.352, -0.751, 0.522], [1.932, 1.205, -1.871], [0.393, 0.540, -1.732], [1.478, -3.012, -2.019], [0.278, -2.199, -1.244], [-0.984, 1.005, 0.313], [0.940, -2.058, -2.107], [-1.366, -1.200, 0.118], [3.085, -0.949, -2.081], [0.260, -1.104, 2.936]], "e_homo_ev": -8.6, "lumo_ev": -0.499, "spin_multiplicity": 1, "orbital_gap_ev": 8.115}


It comes down to 1, which is 40.6 kcal/mol more stable than the next structure.